# 1
Computed, not measured: a 4-piece molecular cluster, C24H29F3N2O9 overall at a distorted geometry, with the ωB97M-V functional and the def2-TZVPD basis.

Last column: natural (NBO) charge in e.
Geometry (Å):
C1 -2.9655 0.7193 3.8536  -0.6474
C2 -1.8170 1.8855 3.7638  -0.4108
C3 -1.4814 2.3698 2.2000  -0.4502
C4 -0.6249 1.1218 1.5317  0.0318
C5 -1.4866 -0.1290 0.9128  -0.2231
C6 -0.7587 -1.4750 0.2538  0.1298
N1 -1.6720 -2.5640 -0.2317  -0.3898
C7 -0.9359 -3.7297 -0.8282  0.1458
C8 -1.8674 -5.0014 -1.3689  -0.4829
C9 -3.2312 -4.4214 -2.1444  0.0383
F1 -4.2968 -5.4858 -2.2392  -0.3891
C10 0.6890 -3.7762 -0.9032  0.5279
F2 1.2955 -5.0131 -1.5243  -0.3692
N2 1.6592 -2.7342 -0.4208  -0.3896
C11 0.8600 -1.5990 0.1548  0.1170
C12 1.7412 -0.3161 0.7658  -0.2138
C13 1.0128 1.0161 1.4665  -0.0381
C14 1.9298 2.2407 2.0997  0.1705
C15 1.9379 3.4523 0.9946  -0.6694
F3 1.4303 2.7158 3.4195  -0.3999
H1 -2.4242 -0.3373 3.7380  0.2183
H2 -3.7634 0.7545 2.9753  0.2061
H3 -3.5323 0.6711 4.8932  0.2316
H4 -0.7937 1.4240 4.1577  0.2228
H5 -2.1063 2.8089 4.4332  0.2277
H6 -0.8716 3.3767 2.1594  0.2475
H7 -2.4937 2.4303 1.5752  0.2324
H8 -2.6563 -0.0915 0.9583  0.2525
H9 -1.2657 -5.7689 -2.0179  0.2514
H10 -2.2914 -5.5035 -0.3722  0.2543
H11 -2.8814 -4.0244 -3.1879  0.1879
H12 -3.7385 -3.5323 -1.5579  0.2080
H13 2.9288 -0.3135 0.7267  0.2482
H14 3.0479 1.8759 2.2881  0.2010
H15 2.3574 2.9988 -0.0265  0.2458
H16 0.8227 3.7743 0.7694  0.2466
H17 2.5658 4.3883 1.3493  0.2265
O1 -0.0505 4.2850 -1.9199  -0.5815
C16 0.1402 3.2249 -2.4921  0.9643
O2 0.3965 2.0421 -1.8606  -0.4865
C17 0.3312 1.0277 -2.8453  -0.1022
C18 0.6077 1.7641 -4.1158  -0.1014
O3 0.1261 3.0673 -3.8480  -0.4778
H18 1.0706 0.2469 -2.6471  0.2089
H19 -0.6693 0.5830 -2.8288  0.1891
H20 1.6779 1.8218 -4.3412  0.1839
H21 0.0873 1.3264 -4.9721  0.2080
O4 -1.1391 -6.0334 -6.5209  -0.5740
C19 -0.2248 -6.3596 -5.7824  0.9582
O5 0.9155 -5.6322 -5.5980  -0.4834
C20 1.6083 -6.2217 -4.5138  -0.1117
C21 1.0966 -7.6256 -4.5018  -0.1015
O6 -0.2088 -7.5007 -5.0332  -0.4815
H22 2.6892 -6.1737 -4.6725  0.2030
H23 1.3585 -5.6775 -3.5970  0.2010
H24 1.6801 -8.2888 -5.1490  0.1841
H25 1.0664 -8.0488 -3.4940  0.2046
O7 -0.6826 8.2106 4.7526  -0.5739
C22 0.2182 7.3907 4.6887  0.9603
O8 0.0295 6.0457 4.5517  -0.4835
C23 1.2988 5.4770 4.2906  -0.1017
C24 2.2482 6.4764 4.8674  -0.1016
O9 1.5468 7.6993 4.7461  -0.4823
H26 1.3888 4.4956 4.7643  0.2190
H27 1.4188 5.3622 3.2082  0.1808
H28 2.4571 6.2920 5.9264  0.1828
H29 3.1941 6.5158 4.3202  0.2004

Results
Multiplicity   1
HOMO-LUMO gap   6.97 eV
SMILES string   CCCc1cc2nc(CCF)c(F)nc2cc1[C@@H](C)F.O=C1OCCO1.O=C1OCCO1.O=C1OCCO1
E_tot   -2017.692776 Ha
Charge   0


# 2
Computed, not measured: a 2-piece molecular cluster, C3H11N2O3 overall at a distorted geometry, with the ωB97M-V functional and the def2-TZVPD basis.

Last column: natural (NBO) charge in e.
Geometry (Å):
N1 0.0960 -0.2557 -1.0987  -0.6692
C1 -0.5815 -0.3848 0.2548  -0.1532
C2 -2.0152 0.1212 0.1258  -0.0826
O1 -2.4663 -0.2521 -1.1571  -0.7448
C3 0.2905 0.4464 1.2069  0.6489
N2 -0.1240 0.5477 2.4712  -0.7913
O2 1.2691 0.9883 0.7362  -0.5927
H1 -0.3337 -0.9356 -1.7316  0.4548
H2 -0.0692 0.6891 -1.4409  0.4495
H3 1.1014 -0.3940 -0.9727  0.4852
H4 -0.5103 -1.4359 0.5055  0.2381
H5 -2.6426 -0.3297 0.8894  0.2061
H6 -2.0331 1.2011 0.2821  0.1935
H7 -3.4021 -0.4726 -1.2045  0.5124
H8 0.4936 0.9739 3.1519  0.4318
H9 -0.9178 0.0635 2.8522  0.4095
H10 3.9955 -0.3926 -2.3689  0.4808
H11 4.3034 0.0111 -0.9670  0.4866
O3 3.5464 -0.1893 -1.5346  -0.9636

Results
Multiplicity   1
HOMO-LUMO gap   11.56 eV
E_tot   -455.925627 Ha
Charge   +1
Energy above the lowest of the compared OMol25 structures with the same formula, charge and spin   74.29 kJ/mol


# 3
Computed, not measured: a 2-piece molecular cluster, C4H12NOS2 overall at a distorted geometry, with the ωB97M-V functional and the def2-TZVPD basis.

Last column: natural (NBO) charge in e.
Geometry (Å):
C1 3.5897 -1.2141 2.4153  -0.4321
N1 3.4271 -0.5707 1.0959  -0.5878
C2 2.0359 -0.5430 0.6227  0.0004
O1 1.2671 0.1223 1.5379  -0.3073
H1 2.8104 -0.9421 3.1190  0.1962
H2 4.5790 -0.9714 2.8047  0.2072
H3 3.5369 -2.2952 2.2620  0.1911
H4 3.6740 0.4121 1.1949  0.3509
H5 1.7042 -1.5764 0.5117  0.2060
H6 2.0409 -0.0549 -0.3555  0.1763
C3 -1.5611 1.3047 1.3877  -0.6171
C4 -1.6651 0.2346 0.3066  -0.5158
S1 -2.3763 0.9670 -1.2023  0.0788
S2 -1.8166 -0.3934 -2.6566  -0.1390
H7 -2.4943 1.8560 1.4655  0.2056
H8 -0.7609 2.0030 1.1566  0.2193
H9 -1.3589 0.8154 2.3379  0.2228
H10 -2.2494 -0.6177 0.6207  0.2089
H11 -0.6785 -0.1180 0.0172  0.2144
H12 -0.6774 0.2274 -2.9860  0.1211

Results
Multiplicity   2
<S²>   0.755
HOMO-LUMO gap (alpha / beta)   9.58 / 7.07 eV
E_tot   -1085.875746 Ha
Charge   0
Energy above the lowest of the compared OMol25 structures with the same formula, charge and spin   0.00 kJ/mol


# 4
Computed, not measured: a 11-piece molecular cluster, C10H42N4O15 overall, with the ωB97M-V functional and the def2-TZVPD basis.

Last column: Löwdin charge in e.
Geometry (Å):
N1 5.8194 11.7604 -9.3358  0.1522
C1 5.4302 12.2649 -10.5561  -0.6768
N2 4.4253 13.2184 -10.4961  0.1342
O1 5.9278 11.9238 -11.6135  0.0271
H1 5.4079 12.1782 -8.5202  0.0920
H2 6.5944 11.1069 -9.2865  0.0517
H3 3.8526 13.2509 -9.6721  0.0830
H4 4.0635 13.4143 -11.4120  0.0960
N3 9.3256 5.9439 -9.9488  0.1685
C2 10.0268 4.8916 -9.4094  -0.6923
N4 11.1358 5.2139 -8.6776  0.1582
O2 9.6644 3.7322 -9.5560  0.0299
H5 8.5247 5.6562 -10.4849  0.1039
H6 9.4349 6.8816 -9.6138  0.0828
H7 11.6409 4.4336 -8.3010  0.1054
H8 11.4933 6.1449 -8.5831  0.0950
O3 9.1833 7.5982 -5.2577  -0.0598
C3 8.1589 8.0501 -6.1279  -0.2498
C4 8.1341 9.5668 -6.2158  -0.2469
O4 9.2430 10.0543 -6.9484  -0.0651
H9 9.9863 8.0935 -5.4550  0.0824
H10 8.2855 7.6500 -7.1414  0.1019
H11 7.2220 7.7029 -5.6983  0.1004
H12 8.1360 9.9865 -5.2123  0.1256
H13 7.2124 9.8924 -6.7113  0.0954
H14 9.0441 9.9323 -7.8859  0.0539
O5 6.3510 7.2461 -9.3861  -0.1172
C5 4.9610 7.6444 -9.2448  -0.1692
C6 4.7775 8.4446 -7.9824  -0.1966
O6 4.9358 7.6403 -6.8043  -0.0889
H15 6.5579 6.6691 -8.6327  0.0650
H16 4.7104 8.2648 -10.1028  0.1189
H17 4.3894 6.7144 -9.1852  0.1140
H18 3.8075 8.9504 -7.9488  0.1106
H19 5.5530 9.2072 -7.9133  0.0966
H20 4.2080 6.9984 -6.7801  0.0608
O7 2.4785 6.1661 -6.7046  -0.0684
C7 1.1952 6.0858 -7.3335  -0.2070
C8 1.2474 6.6613 -8.7248  -0.1978
O8 1.4729 8.0759 -8.7644  -0.0943
H21 2.4705 5.5096 -6.0010  0.1048
H22 0.8904 5.0459 -7.4853  0.1301
H23 0.4674 6.6332 -6.7275  0.1224
H24 0.3518 6.3504 -9.2676  0.1324
H25 2.0829 6.2482 -9.2963  0.1239
H26 0.6245 8.5311 -8.8277  0.1149
O9 -0.0902 10.5873 -4.1131  -0.0493
C9 1.2917 10.5205 -4.3748  -0.2607
C10 1.6938 9.4863 -5.3867  -0.2328
O10 1.5764 10.0089 -6.7229  -0.0859
H27 -0.4914 11.1188 -4.8058  0.0866
H28 1.6969 11.4858 -4.7083  0.1281
H29 1.8613 10.3395 -3.4606  0.1212
H30 1.1009 8.5672 -5.3172  0.1135
H31 2.7428 9.2175 -5.2076  0.0963
H32 1.7749 9.2765 -7.3236  0.0166
O11 2.7935 9.1175 -11.2662  -0.0497
H33 2.8188 10.0443 -11.0094  0.0376
H34 2.6296 8.6371 -10.4461  -0.0109
O12 7.6547 9.6092 -9.7022  -0.0605
H35 8.3756 9.3798 -10.2962  0.0636
H36 7.2094 8.7564 -9.4783  0.0139
O13 7.3392 4.5874 -7.7707  -0.0346
H37 7.0958 4.2655 -6.8972  0.0713
H38 8.3018 4.5395 -7.7984  0.0377
O14 5.6587 4.4410 -9.9809  -0.0651
H39 5.7862 5.3659 -10.2146  -0.0039
H40 6.0760 4.3980 -9.1064  -0.0119
O15 5.2142 9.5713 -4.6651  -0.0583
H41 5.4166 9.0100 -3.9115  0.0452
H42 5.1907 8.9708 -5.4287  -0.0121

Results
Multiplicity   1
HOMO-LUMO gap   9.63 eV
SMILES string   NC(N)=O.NC(N)=O.OCCO.OCCO.OCCO.OCCO.O.O.O.O.O
E_tot   -1753.868952 Ha
Charge   0